Entry from the OMol25 dataset: a 11-piece molecular cluster, C38H114N12O11P4S7 overall at a distorted geometry (ωB97M-V/def2-TZVPD).

XYZ file:
```
186
Properties=species:S:1:pos:R:3
S 7.598 2.838 1.625
S 4.807 -0.057 -6.085
S 3.023 -5.886 5.677
S -3.935 6.113 -1.469
S 5.779 -6.672 -1.621
S 3.163 0.293 6.591
S 0.776 -1.865 -0.462
P -5.904 -0.620 3.112
P 4.891 7.219 -4.303
P -0.318 7.414 4.693
P -4.406 -10.626 -3.880
O 6.286 -7.384 -0.404
O -5.663 -9.954 -4.290
O 3.702 -0.201 -7.086
O 5.633 6.391 -3.294
O -4.724 0.228 2.760
O -3.752 5.989 -2.926
O 2.957 -5.235 4.278
O -0.066 8.386 5.805
O 1.849 -0.229 7.173
O 0.596 -2.633 -1.753
O 6.912 2.875 2.950
N -7.214 0.443 3.481
N -3.257 -9.593 -3.314
N -4.605 -12.008 -2.807
N -3.803 -11.357 -5.240
N 3.605 6.336 -4.914
N -0.772 5.790 5.113
N 4.197 8.692 -3.587
N -6.530 -1.686 1.939
N 5.790 7.931 -5.675
N -5.665 -1.642 4.536
N 1.066 7.174 3.674
N -1.680 7.784 3.664
C -7.627 -2.795 2.233
C -4.274 -1.772 5.148
C 5.095 9.653 -2.866
C 6.429 -0.230 -6.865
C 2.744 5.668 -3.883
C 1.038 6.405 2.502
C 2.348 7.952 3.707
C -6.608 -1.317 0.559
C 1.835 -7.264 5.307
C 6.386 -7.617 -3.086
C -5.991 -12.375 -2.417
C -4.241 -12.711 -5.744
C -0.521 4.566 4.321
C -3.057 7.501 3.839
C -3.501 -8.235 -3.032
C -1.870 -10.010 -3.195
C 3.964 -6.883 -1.583
C 8.173 4.517 1.261
C -3.208 4.541 -0.843
C 6.812 7.105 -6.324
C 4.883 -1.826 -5.455
C -7.915 1.017 2.403
C -7.224 1.217 4.721
C -6.826 -2.233 5.271
C 2.979 6.732 -6.157
C 3.321 -0.335 4.869
C -1.519 8.826 2.517
C 6.285 2.584 0.384
C 0.061 -0.153 -0.382
C 1.957 -5.134 7.043
C -5.776 5.891 -1.200
C -0.486 -2.708 0.683
C -3.357 -10.441 -6.274
C 4.518 -0.657 7.423
C -1.267 5.483 6.411
C 2.820 8.770 -3.089
C 5.422 9.026 -6.503
C -3.485 -12.802 -2.330
H 6.419 0.182 -7.874
H 0.113 6.468 1.929
H -2.808 -12.305 -1.635
H 3.481 -6.370 -0.752
H 4.268 -1.845 -4.555
H 2.678 7.951 -2.385
H -5.231 -12.988 -5.380
H -8.410 -2.315 2.820
H -2.629 -10.895 -6.946
H -5.921 4.865 -1.539
H 2.287 8.611 2.841
H -7.856 -1.958 5.043
H 3.418 -6.441 -2.417
H -8.011 0.141 1.761
H 1.848 -7.996 6.115
H 8.819 5.094 1.923
H -6.158 -13.312 -2.948
H 2.022 -7.673 4.314
H -7.614 -1.107 0.195
H -2.835 -9.610 -5.799
H -0.510 9.180 2.726
H 4.314 -2.424 -6.167
H 5.862 9.892 -3.602
H 2.022 6.212 -6.156
H -0.420 0.069 -1.334
H -1.789 -11.023 -3.590
H 4.319 -0.595 8.492
H -0.014 -3.615 1.060
H 8.541 4.510 0.235
H 1.831 6.579 1.775
H -1.456 -9.980 -2.187
H -6.369 -2.222 0.001
H -3.561 7.877 4.730
H 4.807 -1.607 6.973
H 1.233 5.348 2.680
H -5.938 -0.521 0.234
H -6.381 6.623 -1.735
H 4.553 10.570 -2.634
H -8.065 -3.067 1.273
H -4.168 -10.152 -6.942
H -8.228 1.437 5.084
H 5.508 9.228 -1.951
H 2.035 8.447 -3.773
H 5.881 -2.177 -5.190
H 5.859 -7.426 -4.021
H -2.199 4.987 6.140
H 5.194 8.782 -7.540
H -2.626 -7.584 -3.049
H 4.394 -0.328 4.678
H -3.864 -13.514 -1.597
H -3.506 4.295 0.176
H -2.791 -13.307 -3.002
H 6.675 2.488 -0.630
H -3.526 -1.759 4.355
H 5.453 -0.101 7.496
H 1.962 6.320 -3.496
H -1.468 8.339 1.543
H 3.162 7.237 3.583
H 4.608 9.642 -6.119
H 7.441 -7.433 -3.291
H 6.244 9.736 -6.590
H -3.630 3.722 -1.425
H 7.059 0.490 -6.343
H 6.881 7.156 -7.410
H 2.337 8.628 4.562
H 2.749 7.798 -6.159
H -2.118 4.560 -0.839
H 2.712 0.173 4.121
H -6.710 -2.150 6.351
H -2.084 9.731 2.738
H 6.828 -1.238 -6.748
H -6.780 -11.641 -2.582
H 0.927 0.408 -0.030
H -1.228 3.769 4.552
H 5.671 1.735 0.683
H -0.619 -0.110 0.469
H -4.102 -0.847 5.697
H -1.213 -9.407 -3.820
H -5.990 -12.727 -1.385
H 5.568 3.402 0.454
H 2.521 9.718 -2.641
H -3.601 -13.518 -5.385
H -0.698 4.790 7.030
H -0.923 4.824 3.342
H -0.722 -2.188 1.611
H 3.474 5.445 -3.104
H -3.962 -8.150 -2.048
H 2.550 -4.496 7.699
H -3.029 6.423 3.996
H 0.846 -6.815 5.396
H -4.265 -2.729 5.670
H 1.057 -4.614 6.714
H 2.355 4.805 -4.424
H 7.820 7.203 -5.920
H -6.492 2.012 4.578
H 1.611 -5.937 7.693
H -1.338 -2.951 0.048
H -6.680 0.696 5.509
H -6.054 6.025 -0.155
H 3.659 6.456 -6.964
H -4.320 -12.734 -6.830
H -7.240 1.757 1.974
H -1.413 6.343 7.064
H -7.022 -3.462 2.847
H -6.898 -3.297 5.044
H -4.047 -7.652 -3.774
H 0.531 4.293 4.237
H 7.271 5.124 1.338
H -3.496 7.864 2.910
H 6.564 6.087 -6.024
H 6.341 -8.681 -2.856
H 3.704 -7.934 -1.706
H 2.931 -1.353 4.889
H -8.840 1.525 2.673
```

The total energy is -7153.28069 Ha. The energy relative to the best compared isomer or geometry (same formula, charge and spin) is 227.2 kcal/mol. Its gap between HOMO and LUMO is 8.27 eV. Its molar mass is 1263.8 Da. As for the HOMO energy: -8.3 eV.

Here are the Mulliken charges for atoms 1 to 8, given in e: atom 1 (S): 0.486, atom 2 (S): 0.524, atom 3 (S): 0.450, atom 4 (S): 0.565, atom 5 (S): 0.514, atom 6 (S): 0.515, atom 7 (S): 0.519, atom 8 (P): 0.517